{
  "formula": "C36H31BF5NO11PS",
  "method": "the ωB97M-V functional and the def2-TZVPD basis",
  "symbols": ["C", "O", "C", "C", "C", "H", "C", "C", "C", "F", "C", "H", "F", "C", "O", "H", "O", "C", "O", "C", "F", "H", "H", "C", "H", "H", "H", "H", "O", "C", "O", "C", "H", "H", "C", "C", "C", "H", "H", "H", "C", "C", "H", "O", "H", "H", "C", "H", "H", "C", "C", "O", "H", "C", "C", "C", "H", "C", "H", "H", "C", "C", "H", "C", "F", "C", "C", "O", "H", "H", "S", "P", "C", "H", "O", "C", "N", "O", "C", "H", "H", "H", "H", "F", "B", "C", "C"],
  "coordinates": [[-3.539, -4.152, -0.042], [5.054, 7.693, 2.004], [-0.072, 0.898, -1.735], [3.234, 3.614, 0.365], [4.464, 6.045, -0.178], [-5.297, -3.347, -0.972], [3.561, 3.950, -0.937], [-5.127, -4.500, 2.211], [-4.065, 1.965, -2.745], [-4.289, 3.190, -3.214], [4.192, 6.231, 3.637], [2.679, 3.766, 5.412], [-4.781, 2.844, -0.719], [3.519, 5.033, 3.901], [-4.180, -1.507, -3.659], [-0.685, 0.095, -4.834], [2.252, 2.517, -2.926], [3.581, 5.519, 6.252], [-3.883, -5.540, 4.496], [-1.008, -5.749, 2.321], [-3.869, 0.910, -0.598], [2.174, 1.300, -5.423], [4.565, 7.345, 6.808], [-1.804, -0.125, -3.003], [4.941, 6.994, -0.384], [-2.913, -4.020, -0.914], [2.756, 2.667, 0.583], [0.502, -7.323, 5.504], [1.391, 1.630, -4.961], [4.568, 7.058, 4.687], [1.478, -1.226, -4.476], [3.521, 4.489, 1.404], [1.048, -1.041, -5.328], [0.052, -1.912, -1.605], [0.618, -2.103, -2.517], [3.142, 4.114, 2.796], [4.151, 5.703, 1.133], [0.900, -6.119, 1.417], [-3.443, -1.438, -1.354], [5.098, 7.979, 4.483], [4.169, 5.172, -1.210], [1.022, 0.316, -2.693], [1.667, -2.167, -2.220], [-1.690, 2.427, -3.882], [3.039, 2.147, -2.512], [-6.713, -3.676, 1.031], [-4.872, -3.777, -0.071], [1.077, -4.156, -3.134], [-1.177, -1.536, -4.508], [0.260, -3.438, -3.176], [4.267, 6.701, 5.991], [-1.305, 0.183, -1.729], [-2.364, -2.735, -2.844], [-1.568, -5.123, 1.097], [3.208, 4.687, 5.210], [-0.758, -0.648, -4.030], [-0.230, 1.954, -1.964], [-3.798, 2.087, -1.213], [3.332, 3.254, -1.740], [1.854, -0.003, -2.058], [-1.234, -6.435, 4.622], [-2.996, -4.703, 1.108], [-0.589, -3.899, -2.669], [0.843, -6.778, 3.455], [-5.146, 1.214, -2.920], [-3.788, -4.869, 2.243], [4.511, 6.636, 2.241], [2.545, 3.078, 3.014], [0.308, 0.853, -0.714], [-1.832, -6.522, 5.519], [-2.619, 1.335, -3.760], [-3.057, -1.510, -2.707], [0.304, -6.207, 2.315], [-5.744, -4.639, 3.088], [-3.063, 0.899, -5.052], [0.077, -6.884, 4.611], [0.584, -0.902, -3.445], [-0.882, -4.954, 0.103], [-5.669, -3.959, 1.056], [4.416, 5.439, -2.230], [-0.004, -3.341, -4.232], [3.341, 5.247, 7.272], [1.862, -7.140, 3.447], [-2.657, 2.722, -0.969], [1.583, 1.515, -3.603], [-1.785, -5.877, 3.477], [-3.209, -5.436, 3.495]],
  "gap_ev": 8.32,
  "charge": 1,
  "homo_ev": -11.4,
  "e_above_lowest_kcal_mol": 0.0,
  "total_energy_ha": -3536.3025,
  "lumo_energy_ev": -3.07
}

---

{
  "formula": "C36H31F5O12S",
  "method": "the ωB97M-V functional and the def2-TZVPD basis",
  "symbols": ["H", "H", "C", "C", "H", "H", "C", "C", "O", "S", "H", "H", "C", "C", "C", "C", "H", "O", "H", "C", "H", "C", "O", "H", "C", "C", "F", "C", "H", "H", "F", "H", "O", "H", "O", "F", "O", "C", "C", "H", "H", "H", "C", "H", "H", "C", "H", "C", "H", "C", "H", "C", "C", "C", "C", "H", "C", "H", "O", "H", "H", "C", "C", "C", "H", "H", "O", "C", "C", "H", "C", "H", "F", "O", "H", "O", "O", "C", "C", "C", "F", "O", "C", "C", "C"],
  "coordinates": [[2.297, -0.137, -2.177], [-5.160, 0.803, 1.259], [-1.978, 0.626, 1.286], [-2.071, -6.405, -1.191], [0.191, 1.832, 1.016], [8.343, -0.741, -0.488], [-5.048, 4.852, 0.152], [6.444, 1.744, 0.982], [3.821, -1.129, -0.510], [2.870, 2.753, -2.681], [7.265, 3.580, 1.848], [-1.894, 1.644, 1.643], [2.538, 1.735, -0.169], [1.705, -0.344, -1.288], [-3.318, -1.327, 0.974], [3.584, 1.971, -1.266], [-1.577, -5.644, -1.780], [3.645, 2.417, -3.833], [4.329, 2.681, -0.912], [-3.191, -5.946, -0.332], [2.965, 1.253, 0.706], [-7.724, 4.738, 1.172], [-2.069, -9.868, -0.422], [-6.928, 3.871, 2.935], [1.254, 0.996, -0.653], [-2.402, -8.704, -0.397], [-2.261, 3.534, -2.321], [6.794, 0.477, 0.293], [3.891, -2.716, 2.004], [-5.841, 5.716, -1.613], [-0.807, 2.084, -3.565], [-0.892, -8.043, -1.838], [1.975, -4.072, -0.246], [-4.699, -6.603, 1.112], [5.287, 2.016, 1.235], [-3.001, 1.739, -1.404], [-8.330, 5.710, -0.884], [3.567, -3.613, 1.485], [-4.369, 0.734, 2.010], [9.639, 3.012, 1.325], [4.417, -3.978, 0.909], [-4.273, -1.832, 1.050], [8.059, 0.176, 0.014], [-4.015, -9.004, 1.055], [-2.312, -2.995, 0.106], [-1.005, -1.311, 0.307], [-8.762, 4.733, 1.476], [2.624, -1.158, -0.416], [0.645, 2.954, -1.312], [0.417, 0.831, 0.649], [-4.009, 4.856, -0.155], [2.480, -3.297, 0.507], [-3.203, -0.016, 1.421], [8.814, 2.360, 1.069], [-6.024, 5.311, -0.626], [1.115, 0.412, 1.380], [0.643, 1.940, -1.719], [2.209, 2.717, 0.183], [2.020, -1.963, 0.514], [3.229, -4.372, 2.185], [-4.757, 0.252, 2.905], [-3.888, -6.964, 0.493], [-1.919, 2.484, -1.571], [-0.865, 0.016, 0.714], [4.101, 1.082, -1.614], [-4.062, 1.754, 2.233], [1.500, 1.961, -2.870], [-0.773, 1.666, -2.277], [-3.523, -8.243, 0.463], [5.966, -0.173, 0.037], [-2.217, -1.968, 0.432], [-0.175, -1.859, -0.100], [-1.524, 2.981, -0.393], [-3.523, -4.780, -0.305], [0.850, -0.924, -1.632], [-4.443, 3.876, 2.205], [2.598, 4.126, -2.387], [-1.706, -7.684, -1.221], [-6.747, 4.279, 1.949], [-7.440, 5.292, -0.178], [-1.076, 0.357, -2.299], [10.321, 0.819, 0.126], [-5.333, 4.301, 1.499], [9.170, 1.092, 0.379], [7.549, 2.663, 1.348]],
  "gap_ev": 7.13,
  "smiles": "CC(=O)OC(=O)C[C@@]1(Cc2cccc(C)c2)CCS(=O)(=O)O[C@H]1C(F)(F)C(F)(F)F.O=C1C=CC(=O)C=C1.O=C1C=CC(=O)C=C1.O=C1C=CC(=O)C=C1",
  "homo_ev": -8.9,
  "e_above_lowest_kcal_mol": 0.0,
  "total_energy_ha": -3190.7437,
  "lumo_energy_ev": -1.77
}

---

{
  "formula": "C36H32Br2FN3OPS4SbSiTa",
  "method": "the ωB97M-V functional and the def2-TZVPD basis",
  "symbols": ["P", "C", "H", "H", "H", "C", "C", "H", "N", "H", "C", "C", "Sb", "C", "Si", "C", "H", "C", "C", "H", "H", "H", "H", "H", "H", "S", "H", "H", "H", "C", "C", "C", "C", "H", "Br", "C", "C", "H", "C", "N", "C", "H", "C", "C", "C", "C", "H", "C", "H", "Ta", "C", "C", "Br", "S", "C", "C", "C", "S", "H", "H", "C", "S", "H", "C", "H", "C", "H", "C", "H", "N", "C", "C", "H", "C", "H", "C", "O", "H", "C", "H", "H", "F", "H"],
  "coordinates": [[1.301, -0.420, 1.927], [3.186, -4.159, 0.065], [-4.953, 4.561, -2.310], [-1.185, 0.606, 5.954], [-2.146, -3.559, 2.443], [-3.562, 3.043, -1.684], [4.629, 2.613, 2.745], [-1.355, -1.748, 6.723], [0.227, 0.211, 0.981], [5.159, 1.386, 4.429], [-0.614, 4.934, -3.933], [0.912, -0.779, -3.225], [-2.753, 3.200, 1.907], [-1.693, 4.358, -3.218], [-0.959, -0.878, -3.008], [-0.233, -2.530, 5.072], [-0.338, -3.561, 5.386], [3.082, -2.594, 1.885], [-1.827, -2.358, 0.746], [0.864, -3.031, 3.300], [-1.717, -5.533, -1.340], [1.429, -0.312, -2.391], [-0.726, -3.207, -4.098], [-3.285, 5.738, -3.723], [2.044, 2.015, 0.638], [-2.440, 2.844, 4.113], [4.409, -4.272, 1.829], [-2.512, -0.051, -4.703], [0.030, 1.146, 3.906], [-1.610, -2.176, -0.635], [-3.941, 4.197, -2.407], [-1.948, -4.755, 0.649], [2.079, -1.890, 1.219], [3.346, -0.235, 4.046], [-0.895, 6.488, -4.989], [-1.418, 3.211, -2.463], [0.454, -2.232, 3.904], [0.870, -1.760, -0.536], [2.195, -3.458, -0.602], [-1.390, -0.924, -1.270], [-0.804, -1.510, 5.822], [-2.651, 0.966, -3.280], [0.641, 4.408, -3.871], [3.755, 2.793, 1.684], [3.478, 0.597, 3.363], [0.001, 0.117, 4.251], [3.430, -2.265, 2.857], [-1.989, -3.578, 1.372], [-1.453, -3.409, -2.376], [-1.080, 0.930, -0.136], [-1.596, -3.409, -1.317], [2.610, 0.767, 2.286], [2.653, 2.597, -2.973], [-3.266, 1.035, 0.862], [3.633, -3.725, 1.308], [2.743, 1.872, 1.452], [0.586, -0.905, 3.505], [-4.186, 4.744, 1.090], [1.317, -1.785, -3.373], [-1.301, 1.190, -4.396], [-0.698, -0.189, 5.407], [-0.662, 3.247, 0.745], [-1.103, -1.872, -5.176], [1.644, -2.319, -0.028], [3.847, 3.657, 1.039], [-1.942, 0.447, -3.916], [-4.274, 2.515, -1.063], [-1.343, -2.313, -4.202], [1.840, -3.795, -1.568], [-2.349, 2.559, -1.719], [0.890, 3.259, -3.096], [-1.751, -4.648, -0.716], [5.414, 3.336, 2.928], [4.489, 1.516, 3.588], [1.457, 4.871, -4.407], [-0.120, 2.644, -2.404], [0.036, 1.547, -1.674], [3.614, -5.048, -0.381], [-3.024, 4.846, -3.171], [-2.071, -5.714, 1.134], [-2.395, -2.604, -4.230], [-1.887, -1.302, 1.573], [1.153, -0.199, -4.120]],
  "gap_ev": 6.83,
  "charge": -1,
  "homo_ev": -4.9,
  "e_above_lowest_kcal_mol": 28.7,
  "total_energy_ha": -9399.6975,
  "lumo_energy_ev": 1.94
}